Here is a structure of composition C21H26BF6MgN10O5S2 in a non-equilibrium geometry from the OMol25 dataset. Energies are from wB97M-V/def2-TZVPD.

```
72
Properties=species:S:1:pos:R:3:lowdin_spin:R:1
Mg 0.065 0.868 -0.567 0.0014
C -2.693 3.214 -1.276 0.0008
C -2.965 2.057 -0.336 -0.0004
C -4.017 1.829 0.527 0.0000
C -3.790 0.631 1.137 0.0001
N -2.614 0.139 0.682 0.0000
N -2.110 1.053 -0.199 0.0000
B -1.763 -1.153 0.900 0.0000
N -1.262 -1.727 -0.403 0.0000
C -1.516 -2.967 -0.847 0.0000
C -0.984 -3.100 -2.088 0.0000
C -0.385 -1.849 -2.359 0.0000
C 0.370 -1.477 -3.558 0.0000
N -0.521 -1.037 -1.357 0.0000
N -0.527 -0.776 1.796 0.0003
C -0.165 -1.219 3.001 0.0006
C 0.934 -0.464 3.412 0.0000
C 1.119 0.451 2.378 0.0018
C 2.175 1.475 2.254 0.0128
N 0.207 0.281 1.422 0.0018
N -2.646 -2.209 1.549 0.0000
C -3.824 -2.620 1.024 0.0000
C -4.042 -3.914 1.436 0.0000
C -2.911 -4.294 2.264 0.0000
C -2.541 -5.574 2.945 0.0000
N -2.048 -3.267 2.273 0.0000
H -3.564 3.819 -1.486 0.0000
H -2.060 3.903 -0.692 0.0008
H -2.153 2.933 -2.121 0.0000
H -4.961 2.461 0.567 0.0000
H -4.274 0.086 1.899 0.0000
H -2.117 -3.654 -0.264 0.0000
H -0.923 -4.092 -2.574 0.0000
H 0.817 -0.488 -3.573 0.0000
H 1.150 -2.231 -3.796 0.0000
H -0.172 -1.499 -4.495 0.0000
H -0.626 -2.088 3.536 0.0000
H 1.478 -0.528 4.335 0.0000
H 1.895 2.313 2.978 0.0052
H 3.128 1.079 2.431 0.0008
H 2.279 1.906 1.245 0.0021
H -4.466 -1.987 0.422 0.0000
H -4.968 -4.474 1.361 0.0000
H -3.303 -5.794 3.682 0.0000
H -2.553 -6.417 2.191 0.0000
H -1.563 -5.489 3.376 0.0000
F 2.935 0.263 -4.028 0.0000
C 3.159 1.373 -3.291 0.0000
F 4.352 1.881 -3.596 0.0000
F 2.138 2.252 -3.551 0.0000
S 3.177 1.174 -1.486 0.0001
O 1.924 0.428 -1.263 0.0000
O 3.269 2.512 -1.014 0.0008
N 4.448 0.292 -1.298 0.0000
S 4.575 -0.769 -0.085 0.0000
O 5.921 -0.778 0.458 0.0000
O 3.433 -0.781 0.711 0.0001
C 4.502 -2.348 -1.015 0.0000
F 4.176 -3.265 -0.084 0.0000
F 3.537 -2.420 -1.917 0.0000
F 5.658 -2.611 -1.599 0.0000
N 1.057 4.786 -1.982 0.0028
C 0.800 3.963 -0.951 0.0029
O 0.270 2.872 -1.219 0.0019
C 0.977 4.602 0.421 0.1262
C 0.105 4.168 1.504 0.7064
H 1.218 4.326 -2.890 0.0001
H 1.475 5.676 -1.854 0.0005
H 0.865 5.699 0.413 0.0320
H 1.990 4.399 0.724 0.0184
H -0.835 3.649 1.366 0.0419
H 0.283 4.545 2.494 0.0376
```

## Properties
frontier orbital gap (spin up / spin down) = 9.0 / 8.6 eV
2S+1 = 2
relative energy (zero: lowest compared OMol25 entry of this formula, charge and spin) = 0.939 eV